No. 1
Formula: C35H93N9O11
Source: OMol25
Level of theory: ωB97M-V/def2-TZVPD

Structure (ORCA input):
```
! RIJCOSX wB97M-V def2-TZVPD def2/J DEFGRID3
* xyz 0 1
C -0.972 8.204 -4.555
C -2.045 7.574 -3.702
C -2.924 8.662 -3.048
O -4.057 8.022 -2.435
C -4.859 8.998 -1.763
N -2.821 6.686 -4.595
H -1.389 8.615 -5.474
H -0.232 7.448 -4.817
H -0.517 9.047 -4.036
H -1.624 6.938 -2.924
H -3.126 9.394 -3.829
H -2.217 9.097 -2.342
H -5.735 8.489 -1.363
H -5.261 9.792 -2.392
H -4.312 9.381 -0.901
H -3.666 6.646 -4.043
H -3.031 7.143 -5.471
C 1.941 1.513 -2.290
C 0.778 0.633 -2.709
C -0.289 0.375 -1.642
O 0.113 -0.228 -0.437
C -0.755 -0.182 0.649
N 0.172 1.012 -3.943
H 1.608 2.391 -1.736
H 2.602 1.813 -3.102
H 2.519 0.919 -1.582
H 1.273 -0.319 -2.899
H -1.165 -0.160 -2.009
H -0.782 1.317 -1.402
H -0.239 -0.598 1.514
H -1.517 -0.894 0.332
H -1.179 0.804 0.839
H -0.427 1.816 -3.818
H -0.545 0.350 -4.202
C 2.864 6.891 1.843
C 1.701 6.524 2.765
C 1.618 5.053 3.084
O 2.820 4.558 3.678
C 2.768 3.253 4.165
N 1.818 7.295 4.027
H 2.904 6.107 1.087
H 3.818 6.904 2.371
H 2.638 7.866 1.410
H 0.742 6.780 2.314
H 1.323 4.563 2.157
H 0.838 4.953 3.839
H 2.627 2.697 3.238
H 1.948 3.073 4.860
H 3.690 3.005 4.692
H 1.505 6.822 4.863
H 2.743 7.648 4.225
C 5.083 0.903 -11.364
C 4.060 0.467 -10.312
C 4.217 -0.994 -9.799
O 5.481 -1.141 -9.211
C 5.642 -2.338 -8.502
N 4.156 1.445 -9.173
H 4.822 0.425 -12.308
H 6.074 0.534 -11.103
H 5.154 1.975 -11.549
H 3.026 0.662 -10.597
H 3.908 -1.636 -10.624
H 3.548 -1.248 -8.977
H 5.030 -2.301 -7.600
H 6.695 -2.473 -8.256
H 5.409 -3.272 -9.014
H 5.027 1.356 -8.669
H 3.421 1.307 -8.494
C -8.347 0.047 -7.828
O -7.004 -0.405 -7.970
C -6.011 0.667 -7.863
C -4.733 0.041 -8.388
N -4.464 -1.179 -7.583
C -3.818 -2.260 -8.265
C -3.183 -3.252 -7.264
O -2.473 -4.119 -8.182
C -1.775 -5.239 -7.559
H -9.032 -0.379 -8.561
H -8.421 1.135 -7.842
H -8.584 -0.099 -6.774
H -5.854 0.870 -6.804
H -6.270 1.569 -8.416
H -3.965 0.811 -8.318
H -4.605 -0.235 -9.435
H -5.399 -1.497 -7.375
H -3.100 -1.752 -8.908
H -4.526 -2.890 -8.804
H -3.860 -3.782 -6.595
H -2.412 -2.741 -6.686
H -2.507 -5.853 -7.034
H -1.075 -4.799 -6.850
H -1.320 -5.858 -8.333
C 5.021 -5.355 3.269
O 6.371 -5.401 3.782
C 7.015 -4.157 3.580
C 8.527 -4.309 3.920
N 8.658 -4.719 5.291
C 10.058 -5.122 5.478
C 10.270 -5.653 6.888
O 9.800 -7.006 7.114
C 9.171 -7.273 8.315
H 4.397 -4.622 3.780
H 4.534 -6.287 3.553
H 5.111 -5.198 2.194
H 6.614 -3.364 4.212
H 6.907 -3.903 2.525
H 9.079 -3.414 3.632
H 8.883 -5.098 3.257
H 8.072 -5.494 5.568
H 10.781 -4.326 5.302
H 10.337 -5.869 4.734
H 9.659 -4.974 7.482
H 11.278 -5.435 7.240
H 9.893 -7.117 9.117
H 8.940 -8.338 8.343
H 8.197 -6.808 8.467
C -6.789 -1.194 11.212
O -5.623 -1.881 10.664
C -5.333 -1.363 9.420
C -4.114 -2.043 8.906
N -4.367 -3.529 8.971
C -3.172 -4.279 8.514
C -3.215 -5.697 9.123
O -3.030 -5.675 10.581
C -3.007 -7.004 11.080
H -6.944 -1.553 12.229
H -7.700 -1.432 10.663
H -6.683 -0.110 11.256
H -5.163 -0.288 9.491
H -6.148 -1.608 8.739
H -3.260 -1.702 9.492
H -3.983 -1.831 7.845
H -4.310 -3.706 9.964
H -2.307 -3.710 8.856
H -3.061 -4.198 7.432
H -2.455 -6.334 8.671
H -4.207 -6.088 8.896
H -2.186 -7.554 10.621
H -3.906 -7.617 11.013
H -2.675 -7.049 12.118
C -6.840 2.118 2.343
O -6.526 1.449 1.366
N -6.969 3.427 2.235
N -7.046 1.668 3.567
H -7.222 3.989 3.035
H -6.810 3.860 1.336
H -6.913 0.682 3.740
H -7.311 2.338 4.275
*
```

Values from the calculation:
E_tot   -2709.43530 Eh
Orbital gap   8.8 eV
SMILES   COC[C@H](C)N.COC[C@H](C)N.COC[C@H](C)N.COC[C@H](C)N.COCCNCCOC.COCCNCCOC.COCCNCCOC.NC(N)=O


No. 2
Formula: C35H94N2O11
Source: OMol25
Level of theory: ωB97M-V/def2-TZVPD

Structure (ORCA input):
```
! RIJCOSX wB97M-V def2-TZVPD def2/J DEFGRID3
* xyz 0 1
C -5.383 -1.917 -3.419
C -4.117 -2.120 -2.582
C -4.332 -1.741 -1.098
O -3.647 -3.416 -2.818
H -6.252 -2.411 -2.984
H -5.278 -2.321 -4.426
H -5.630 -0.856 -3.388
H -3.444 -1.377 -3.010
H -3.389 -1.460 -0.629
H -4.691 -2.638 -0.594
H -5.036 -0.943 -0.860
H -3.474 -3.599 -3.745
C 0.154 4.132 -0.882
C 0.414 3.802 0.623
C 1.846 3.519 0.919
O 0.036 4.850 1.471
H 0.744 5.036 -1.028
H -0.882 4.409 -1.080
H 0.502 3.308 -1.506
H -0.084 2.875 0.909
H 2.495 4.392 0.859
H 2.333 2.888 0.175
H 1.914 3.157 1.945
H 0.718 5.517 1.357
C 0.295 -1.469 -4.769
C 1.826 -1.664 -4.909
C 2.274 -2.638 -5.961
O 2.362 -0.442 -5.217
H -0.041 -1.017 -5.702
H 0.020 -0.707 -4.040
H -0.220 -2.422 -4.650
H 2.256 -2.061 -3.989
H 1.974 -2.537 -7.004
H 1.963 -3.631 -5.637
H 3.363 -2.595 -5.965
H 1.938 -0.032 -5.974
C 5.089 3.505 -1.654
C 4.948 4.399 -2.904
C 3.834 3.843 -3.783
O 4.571 5.675 -2.543
H 4.114 3.272 -1.225
H 5.715 4.002 -0.913
H 5.589 2.558 -1.858
H 5.904 4.509 -3.417
H 3.881 4.280 -4.780
H 2.850 3.891 -3.317
H 3.971 2.796 -4.053
H 4.778 6.266 -3.270
C 1.387 -2.120 4.264
C 0.175 -1.326 3.812
C 0.639 0.117 3.570
O -0.295 -1.987 2.666
H 1.838 -1.650 5.138
H 2.088 -2.203 3.432
H 1.108 -3.149 4.492
H -0.607 -1.365 4.570
H 0.018 0.767 2.955
H 1.615 0.165 3.086
H 0.768 0.719 4.470
H -0.598 -2.811 3.053
C -2.598 -4.956 0.788
C -2.720 -4.101 1.983
C -4.160 -3.935 2.571
O -1.821 -4.667 2.929
H -3.109 -4.427 -0.017
H -3.038 -5.949 0.882
H -1.547 -5.143 0.568
H -2.318 -3.136 1.677
H -4.133 -3.140 3.316
H -4.548 -4.904 2.886
H -4.819 -3.588 1.775
H -2.044 -5.583 3.107
C -2.053 1.922 -3.121
C -3.124 2.978 -3.362
C -4.420 2.645 -2.746
O -2.594 4.185 -2.829
H -2.419 1.010 -3.592
H -1.881 1.640 -2.082
H -1.032 2.117 -3.449
H -3.218 3.129 -4.438
H -4.316 2.454 -1.678
H -4.872 1.752 -3.178
H -5.166 3.431 -2.858
H -2.832 4.172 -1.899
C 2.107 -4.663 -0.412
C 2.626 -4.874 1.001
C 1.457 -5.331 1.912
O 3.649 -5.888 1.110
H 1.504 -5.492 -0.783
H 3.001 -4.451 -0.998
H 1.453 -3.792 -0.406
H 3.158 -3.950 1.231
H 1.752 -5.446 2.956
H 1.134 -6.322 1.595
H 0.587 -4.691 1.769
H 3.722 -6.126 2.037
C 1.473 0.210 -1.742
C 0.513 -0.045 -0.551
C -0.486 -1.196 -0.781
O 1.248 -0.564 0.502
H 0.963 0.639 -2.604
H 1.990 -0.691 -2.072
H 2.218 0.973 -1.520
H -0.022 0.816 -0.149
H -0.078 -2.188 -0.973
H -0.997 -0.920 -1.703
H -1.280 -1.316 -0.045
H 0.709 -0.841 1.246
C 5.119 4.281 3.366
C 5.238 2.800 2.931
C 5.678 2.637 1.457
O 5.568 1.293 0.931
C 4.365 0.556 0.773
N 6.311 2.309 3.707
H 4.450 4.819 2.694
H 6.070 4.814 3.356
H 4.683 4.326 4.364
H 4.335 2.251 3.197
H 6.699 2.887 1.165
H 4.937 3.231 0.923
H 4.263 0.086 1.751
H 4.568 -0.269 0.091
H 3.476 1.112 0.474
H 6.699 1.554 3.159
H 6.015 1.884 4.574
C -2.999 0.113 2.851
C -4.350 0.408 2.154
C -5.422 1.116 2.993
O -5.986 0.127 3.858
C -6.746 0.740 4.864
N -3.938 1.318 1.083
H -2.570 1.026 3.264
H -2.268 -0.356 2.192
H -3.191 -0.654 3.602
H -4.873 -0.449 1.730
H -6.244 1.373 2.325
H -5.079 2.001 3.529
H -6.218 1.372 5.578
H -7.262 0.000 5.476
H -7.628 1.260 4.492
H -4.795 1.547 0.602
H -3.432 0.706 0.459
*
```

Values from the calculation:
E_tot   -2326.88221 Eh
Orbital gap   9.5 eV
SMILES   COC[C@H](C)N.COC[C@H](C)N.CC(C)O.CC(C)O.CC(C)O.CC(C)O.CC(C)O.CC(C)O.CC(C)O.CC(C)O.CC(C)O


No. 3
Formula: C35H95N6O10Pd
Source: OMol25
Level of theory: ωB97M-V/def2-TZVPD

Structure (ORCA input):
```
! RIJCOSX wB97M-V def2-TZVPD def2/J DEFGRID3
* xyz 1 3
Pd 20.592 -17.316 0.876
C 17.432 -15.466 -1.377
C 18.739 -14.950 -0.827
O 19.827 -15.900 -0.784
H 16.749 -14.619 -1.321
H 16.995 -16.309 -0.841
H 17.371 -15.746 -2.429
H 18.503 -14.677 0.202
H 18.957 -13.978 -1.271
C 18.620 -20.525 -1.282
C 18.843 -19.167 -0.662
C 17.833 -18.780 0.418
O 18.327 -17.728 1.160
C 17.432 -17.291 2.194
N 20.199 -19.213 -0.072
H 17.605 -20.496 -1.679
H 18.668 -21.382 -0.610
H 19.229 -20.699 -2.169
H 18.848 -18.398 -1.434
H 17.729 -19.646 1.071
H 16.909 -18.525 -0.101
H 17.257 -18.066 2.940
H 16.462 -17.125 1.727
H 17.774 -16.360 2.646
H 20.856 -19.579 -0.746
H 20.190 -20.001 0.559
C 24.827 -16.004 1.350
C 23.408 -16.456 1.643
C 22.510 -15.306 2.129
O 21.106 -15.642 2.223
C 20.412 -14.596 2.849
N 22.848 -17.110 0.473
H 25.485 -16.780 0.958
H 25.195 -15.666 2.319
H 24.807 -15.175 0.641
H 23.372 -17.226 2.413
H 22.606 -14.589 1.314
H 22.870 -14.988 3.108
H 20.639 -13.564 2.580
H 20.598 -14.522 3.920
H 19.340 -14.638 2.654
H 23.019 -16.571 -0.363
H 23.473 -17.886 0.306
C 14.024 -17.490 -0.122
C 14.292 -18.296 -1.381
C 14.171 -19.856 -1.203
O 14.889 -20.484 -0.137
C 15.322 -21.833 -0.438
N 13.422 -17.712 -2.445
H 14.473 -17.977 0.744
H 12.959 -17.484 0.110
H 14.377 -16.460 -0.177
H 15.282 -18.069 -1.776
H 14.450 -20.246 -2.182
H 13.108 -20.072 -1.097
H 16.052 -21.993 -1.231
H 14.483 -22.501 -0.634
H 15.751 -22.211 0.490
H 13.446 -16.720 -2.253
H 12.591 -17.930 -1.915
C 16.828 -18.178 -4.396
C 15.984 -17.005 -4.929
C 16.550 -16.376 -6.255
O 16.252 -15.009 -6.257
C 16.568 -14.528 -7.609
N 14.601 -17.375 -5.112
H 16.477 -18.522 -3.423
H 17.866 -17.865 -4.277
H 16.705 -18.974 -5.130
H 15.935 -16.239 -4.155
H 16.162 -16.986 -7.071
H 17.632 -16.496 -6.319
H 17.321 -15.139 -8.108
H 17.086 -13.585 -7.436
H 15.609 -14.425 -8.116
H 14.060 -16.551 -5.330
H 14.221 -17.798 -4.278
C 11.728 -12.395 0.352
C 12.106 -13.829 0.826
C 13.324 -13.915 1.816
O 14.421 -13.286 1.235
C 15.617 -13.345 1.968
N 10.880 -14.405 1.352
H 10.680 -12.368 0.053
H 12.352 -12.037 -0.467
H 11.807 -11.654 1.148
H 12.404 -14.406 -0.050
H 13.528 -14.966 2.020
H 13.184 -13.448 2.792
H 16.437 -13.058 1.309
H 15.797 -14.354 2.338
H 15.548 -12.637 2.795
H 11.118 -15.133 2.011
H 10.411 -13.711 1.916
C 24.753 -13.725 -2.028
C 23.317 -13.599 -1.499
C 22.394 -12.721 -2.318
O 22.844 -11.391 -2.145
C 21.977 -10.415 -2.696
N 22.825 -14.997 -1.427
H 24.736 -13.841 -3.111
H 25.378 -14.536 -1.655
H 25.239 -12.762 -1.873
H 23.175 -13.254 -0.475
H 21.361 -12.787 -1.977
H 22.418 -13.036 -3.361
H 22.381 -9.422 -2.498
H 20.965 -10.479 -2.294
H 22.034 -10.642 -3.760
H 22.604 -15.271 -2.374
H 21.892 -14.960 -1.043
C 19.419 -10.631 1.891
C 19.783 -10.365 0.441
C 18.600 -10.256 -0.542
O 20.472 -9.186 0.354
H 20.273 -10.715 2.563
H 18.762 -11.495 1.994
H 18.894 -9.743 2.240
H 20.398 -11.173 0.047
H 18.818 -9.751 -1.483
H 17.806 -9.676 -0.071
H 18.172 -11.235 -0.760
H 20.130 -8.670 -0.380
C 15.421 -12.393 -2.518
C 15.342 -13.454 -3.611
C 13.983 -14.137 -3.654
O 15.777 -12.854 -4.768
H 15.129 -12.660 -1.502
H 14.924 -11.486 -2.862
H 16.461 -12.071 -2.475
H 16.099 -14.206 -3.391
H 13.726 -14.650 -2.727
H 13.982 -14.813 -4.509
H 13.202 -13.381 -3.736
H 15.891 -13.608 -5.352
C 19.394 -13.745 -4.474
C 19.998 -15.130 -4.590
C 20.884 -15.206 -5.853
O 20.897 -15.254 -3.500
H 20.054 -12.924 -4.755
H 18.910 -13.496 -3.530
H 18.626 -13.625 -5.239
H 19.190 -15.857 -4.663
H 20.365 -14.761 -6.702
H 20.946 -16.258 -6.130
H 21.845 -14.717 -5.693
H 20.354 -15.506 -2.750
*
```

Values from the calculation:
E_tot   -2598.88262 Eh
Orbital gap (spin up / spin down)   8.2 / 6.1 eV


Look up the E_tot of the second one. -2326.88221 Eh


Among the records above, which one has the highest E_tot? C35H94N2O11


Number 1 is which compound? C35H93N9O11